[1]
Formula: CIN
Source: OMol25
Level of theory: wB97M-V/def2-TZVPD

Summary:
Kohn-Sham gap (spin up / spin down)	7.3 / 7.2	eV
multiplicity	1

Atoms and positions in Å:
C -0.1639 -0.4846 1.0098
N 0.8614 1.2357 -0.0863
I -0.6975 -0.7512 -0.9235

Atomic forces in eV per Å
C 1.5 2.6 -2.0
N -1.3 -2.3 1.8
I -0.2 -0.3 0.1

So, what does the natural (NBO) scheme give us? The charges, in e, come out as: -0.06 -0.30 0.36



[2]
Formula: CIN5O2
Source: OMol25
Level of theory: wB97M-V/def2-TZVPD

Summary:
Kohn-Sham gap	8.3	eV
multiplicity	1

Atoms and positions in Å:
C -0.8515 -0.5703 -0.5495
N -0.9508 -1.4237 0.2028
N 2.3337 -1.2649 1.7695
N 1.7378 -0.5054 1.2181
N 1.1024 0.3757 0.7079
N -1.0898 0.3961 -1.5621
O -1.9615 1.0826 -1.2445
O -0.5225 0.3546 -2.6264
I 0.2023 1.5554 2.0843

Cartesian forces (eV/Å) of the 3 atoms listed first:
C 0.2 -1.0 -0.5
N -0.1 -0.5 0.2
N 0.8 -1.4 0.2

So, what does the natural (NBO) scheme give us? The charges, in e, come out as: 0.33 -0.25 -0.01 0.22 -0.54 0.49 -0.28 -0.32 0.35



[3]
Formula: CN2O3
Source: OMol25
Level of theory: wB97M-V/def2-TZVPD

Summary:
Kohn-Sham gap	12.6	eV
multiplicity	1
SMILES	N#[N+][O-].O=C=O

Atoms and positions in Å:
C 1.7162 0.0827 -0.1268
N -1.5619 0.4960 1.0650
N -1.6478 -0.0829 0.1338
O -1.8982 -0.6366 -0.8469
O 2.2817 -0.2917 0.8539
O 1.1099 0.4326 -1.0791

Cartesian forces (eV/Å) of the 3 atoms listed first:
C 0.1 -0.5 0.9
N 0.9 1.2 2.2
N -0.9 0.3 0.0

So, what does the natural (NBO) scheme give us? The charges, in e, come out as: 1.03 -0.10 0.43 -0.34 -0.51 -0.52



[4]
Formula: CN2O3S
Source: OMol25
Level of theory: wB97M-V/def2-TZVPD

Summary:
Kohn-Sham gap (spin up / spin down)	7.4 / 7.4	eV
multiplicity	1

Atoms and positions in Å:
C 0.2000 1.8188 -0.7127
N 0.1403 2.5419 -1.6334
N 0.3314 1.0668 0.2814
O 0.0879 -0.0478 0.7677
O -0.1669 -2.8810 -0.3558
O -0.3310 -2.5725 1.9743
S -0.7402 -2.0733 0.6908

Cartesian forces (eV/Å) of the 3 atoms listed first:
C -0.7 0.2 -2.5
N 0.1 0.1 0.4
N 0.5 -2.1 3.5

So, what does the natural (NBO) scheme give us? The charges, in e, come out as: 0.29 -0.17 0.13 -0.24 -0.85 -0.85 1.69



[5]
Formula: CN2O4S
Source: OMol25
Level of theory: wB97M-V/def2-TZVPD

Summary:
Kohn-Sham gap	10.0	eV
multiplicity	1

Atoms and positions in Å:
C -0.0257 -1.5068 -0.2090
N -1.1127 -1.1183 0.1003
N 1.1088 0.9729 0.0215
O 1.0393 -1.9302 -0.2959
O 1.8689 1.8235 -0.2448
O -2.1118 0.7936 1.2890
O -0.1677 1.1078 -0.6079
S -1.7108 0.4264 -0.0731

Cartesian forces (eV/Å) of the 3 atoms listed first:
C 1.9 -0.8 0.7
N -2.3 0.2 0.0
N 1.4 0.1 1.2

So, what does the natural (NBO) scheme give us? The charges, in e, come out as: 0.91 -0.82 0.37 -0.44 -0.21 -0.84 -0.65 1.69



[6]
Formula: CN2O5S2
Source: OMol25
Level of theory: wB97M-V/def2-TZVPD

Summary:
Kohn-Sham gap (spin up / spin down)	7.8 / 7.8	eV
multiplicity	1

Atoms and positions in Å:
C 0.5207 -2.9541 -1.5879
N -0.4323 3.1796 1.0784
N -0.2271 0.8094 0.3677
O -0.7035 4.0515 1.8082
O -0.5571 1.0798 1.5282
O -0.4840 -3.2202 -2.0852
O -0.3528 -0.5471 -1.7147
O 1.5992 -2.7642 -1.2414
S -0.0746 2.9178 -0.3664
S -0.4269 -0.6172 -0.2641

Cartesian forces (eV/Å) of the 3 atoms listed first:
C 0.0 -0.8 -1.7
N -0.2 0.2 -0.5
N -1.1 0.0 1.3

So, what does the natural (NBO) scheme give us? The charges, in e, come out as: 1.01 0.00 -0.29 -0.23 -0.36 -0.51 -0.90 -0.52 0.53 1.26



[7]
Formula: CN2OS
Source: OMol25
Level of theory: wB97M-V/def2-TZVPD

Summary:
Kohn-Sham gap (spin up / spin down)	7.5 / 8.5	eV
multiplicity	1

Atoms and positions in Å:
C 1.0806 -0.5676 0.0233
N 2.1872 -0.3302 0.0039
N -1.2220 1.3649 -0.0356
O -2.5866 -0.8160 0.0530
S -1.3658 -0.0919 -0.0086

Cartesian forces (eV/Å) of the 3 atoms listed first:
C -3.3 -1.1 0.1
N 3.1 0.7 -0.1
N 0.1 1.0 0.0

So, what does the natural (NBO) scheme give us? The charges, in e, come out as: 0.16 -0.41 -0.52 -0.79 1.57



[8]
Formula: CN3O2S
Source: OMol25
Level of theory: wB97M-V/def2-TZVPD

Summary:
net charge	-1
Kohn-Sham gap (spin up / spin down)	8.0 / 5.2	eV
multiplicity	1

Atoms and positions in Å:
C 2.1112 -0.0777 -0.1139
N 2.4170 -1.0882 -0.6462
N -0.8015 -0.1540 0.8565
N -1.5438 0.1278 -0.0498
O -1.4252 0.4705 -1.1795
O -2.7098 -0.0507 0.4652
S 1.7868 1.3907 0.5377

Cartesian forces (eV/Å) of the 3 atoms listed first:
C 1.1 -2.4 -1.6
N -0.6 1.8 1.1
N 2.8 0.0 2.2

So, what does the natural (NBO) scheme give us? The charges, in e, come out as: 0.02 -0.45 -0.05 0.47 -0.45 -0.45 -0.09



no.,electronic energy (Eh)
1,-390.17225
2,-759.80534
3,-373.31461
4,-771.32333
5,-846.63407
6,-1319.98078
7,-620.79946
8,-750.88363